Record 1
31
Properties=species:S:1:pos:R:3:lowdin_charge:R:1 method="wB97M-V/def2-TZVPD" homo_lumo_gap_ev=6.8 total_charge=+2 homo_ev=-15.292
I -4.897 -1.256 1.122 0.128
I -4.259 1.325 1.662 0.089
Bi -1.068 -0.435 0.171 1.221
P -1.136 0.047 -2.546 0.674
C -1.248 1.673 -3.360 -0.241
C -0.194 -1.012 -3.693 -0.227
H -2.867 -1.618 -2.154 0.033
H -3.241 -0.696 -3.613 0.077
H -3.526 -0.005 -2.005 0.038
C -2.838 -0.617 -2.602 -0.293
H -0.097 -2.020 -3.272 0.041
H -0.628 -1.099 -4.691 0.079
H -1.666 1.652 -4.373 0.082
H -0.255 2.131 -3.439 0.061
H 0.823 -0.616 -3.807 0.067
H -1.868 2.363 -2.777 0.059
C 0.066 2.363 -0.420 -0.042
O 0.292 3.468 -0.248 0.121
Cl -0.561 -2.841 -0.267 -0.070
C 3.036 0.952 2.985 0.012
N 2.310 -0.289 3.281 -0.141
C 2.631 -1.071 4.484 0.006
C 1.403 -0.683 2.415 -0.280
O 1.165 -0.037 1.329 -0.261
H 3.758 1.099 3.785 0.101
H 2.322 1.775 2.934 0.104
H 3.518 0.854 2.014 0.105
H 1.773 -1.176 5.146 0.103
H 2.954 -2.081 4.234 0.105
H 3.439 -0.564 5.024 0.104
H 0.861 -1.588 2.679 0.147

Record 2
5
Properties=species:S:1:pos:R:3:mulliken_spin:R:1 method="wB97M-V/def2-TZVPD" multiplicity=2 relative_energy_kcal_mol=49.25 homo_lumo_gap_ev="7.8 / 9.3" total_charge=+2 homo_ev="-20.601 / -22.139"
O 1.913 -0.424 -1.350 0.234
C 1.023 -0.761 -0.611 0.645
O 0.433 0.326 -0.115 0.059
Pb -1.552 0.377 0.939 0.004
H 1.145 1.008 -0.746 0.058

Record 3
47
Properties=species:S:1:pos:R:3:mulliken_spin:R:1 method="wB97M-V/def2-TZVPD" multiplicity=5 relative_energy_kcal_mol=30.12 homo_lumo_gap_ev="3.2 / 5.5" total_charge=+2 homo_ev="-11.622 / -15.962"
C 0.135 0.553 -5.136 0.002
C 1.497 1.122 -5.508 0.000
C -0.069 -0.737 -5.919 0.000
C -0.923 1.555 -5.578 0.000
Cl 0.026 0.241 -3.284 0.010
H -0.006 -0.520 -6.996 0.000
H -1.043 -1.180 -5.717 0.000
H 0.692 -1.477 -5.675 0.000
H 1.532 1.285 -6.595 0.000
H 2.304 0.444 -5.235 0.000
H 1.679 2.074 -5.012 0.000
H -0.843 1.706 -6.665 0.000
H -0.786 2.517 -5.087 0.000
H -1.928 1.205 -5.353 0.000
C 1.433 -1.377 1.932 0.084
C 0.746 -2.240 1.007 -0.054
C 1.069 -1.793 -0.339 -0.099
H 0.171 -3.121 1.257 0.012
C 1.898 -0.618 -0.208 0.196
C 2.036 -0.324 1.193 0.101
H 2.507 0.558 1.615 0.021
H 1.503 -1.549 3.001 0.002
H 0.869 -2.339 -1.248 0.011
H 2.328 -0.062 -1.036 0.022
C -2.123 0.889 1.123 0.067
C -2.166 -0.356 1.816 0.118
C -1.978 -1.420 0.848 -0.057
H -2.364 -0.516 2.874 0.010
C -2.005 -0.804 -0.474 -0.085
C -2.092 0.627 -0.290 0.194
H -2.142 1.375 -1.086 0.015
H -2.096 1.877 1.586 0.012
H -1.935 -2.488 1.059 0.016
H -2.095 -1.338 -1.417 0.010
Ru -0.221 -0.440 0.568 1.511
N 3.315 -0.837 6.731 0.362
C 2.346 -0.357 6.286 -0.008
C 1.181 0.275 5.707 0.406
C -0.101 0.232 6.294 0.142
C -1.174 0.761 5.582 0.150
C -0.928 1.262 4.286 0.478
N 0.291 1.334 3.764 -0.047
C 1.323 0.871 4.441 0.319
H -0.227 -0.161 7.304 0.014
H -2.195 0.781 5.970 0.010
H -1.746 1.568 3.643 0.056
H 2.306 0.944 3.971 -0.003

Record 4
63
Properties=species:S:1:pos:R:3:lowdin_charge:R:1 method="wB97M-V/def2-TZVPD" relative_energy_kcal_mol=0.00 homo_lumo_gap_ev="4.3 / 4.5" total_charge=+4 homo_ev="-20.337 / -20.344"
Sn 0.854 -0.494 -0.241 0.996
P 1.045 -0.036 2.347 0.717
P -0.604 -3.112 0.708 0.761
P -2.139 0.324 0.414 0.753
H 3.065 1.713 -4.265 0.144
C 2.786 2.751 -3.933 0.143
C 3.242 3.313 -2.804 0.152
H 4.158 3.035 -2.247 0.143
C 2.733 -0.142 3.001 -0.218
C 0.093 -0.948 3.601 -0.196
C 0.568 1.677 2.694 -0.227
C -1.262 -3.945 -0.781 -0.251
C 0.609 -4.372 1.265 -0.258
C -1.988 -3.389 1.884 -0.223
C -2.411 2.120 0.152 -0.259
C -3.372 -0.032 1.733 -0.234
C -2.960 -0.465 -1.044 -0.257
H 2.159 3.349 -4.622 0.141
H 2.807 4.287 -2.465 0.133
H 3.438 0.342 2.317 0.064
H 3.015 -1.193 3.137 0.071
H 2.768 0.364 3.975 0.090
H 0.376 -2.004 3.592 0.051
H -0.979 -0.878 3.406 0.036
H 0.285 -0.562 4.610 0.105
H 0.881 2.331 1.879 0.040
H 1.060 2.019 3.611 0.089
H -0.514 1.777 2.816 0.056
H -1.786 -4.888 -0.571 0.084
H -0.405 -4.142 -1.437 0.056
H -1.947 -3.245 -1.280 0.030
H 0.172 -5.356 1.498 0.089
H 1.101 -3.978 2.163 0.037
H 1.349 -4.494 0.463 0.048
H -2.610 -4.255 1.606 0.087
H -2.629 -2.498 1.904 -0.002
H -1.584 -3.537 2.894 0.063
H -3.431 2.338 0.537 0.073
H -2.332 2.354 -0.928 0.041
H -1.658 2.713 0.719 0.040
H -4.208 0.676 1.601 0.075
H -2.904 0.121 2.729 0.052
H -3.759 -1.070 1.628 0.049
H -3.858 0.113 -1.339 0.082
H -3.265 -1.483 -0.739 0.044
H -2.266 -0.527 -1.899 0.029
C 1.222 1.783 -1.892 -0.464
C 0.652 1.309 -3.139 -0.070
C -0.301 2.104 -3.773 0.016
C -0.663 3.376 -3.302 0.055
C -0.085 3.860 -2.135 -0.003
C 0.730 3.032 -1.367 0.017
O 2.188 1.081 -1.266 -0.215
H 0.434 -0.484 -2.070 0.059
H 1.084 0.451 -3.679 0.140
H -0.745 1.752 -4.719 0.161
H -1.405 3.983 -3.827 0.163
H -0.270 4.891 -1.851 0.152
H 1.195 3.452 -0.473 0.146
N 2.845 -1.667 -0.215 0.035
H 2.797 -2.286 0.611 0.072
H 3.698 -1.094 -0.134 0.103
H 2.932 -2.215 -1.063 0.091

Record 5
18
Properties=species:S:1:pos:R:3:lowdin_charge:R:1 method="wB97M-V/def2-TZVPD" smiles="C/C=C/C.O.O" relative_energy_kcal_mol=20.60 homo_lumo_gap_ev=9.7 total_charge=0 homo_ev=-8.923
C 0.675 -0.602 -0.670 -0.201
C -0.200 -0.140 0.222 -0.223
C -0.816 -0.937 1.312 -0.100
C 1.437 0.271 -1.624 -0.101
H 0.731 -1.663 -0.890 0.106
H -0.613 0.829 -0.036 0.114
H -1.901 -0.927 1.297 0.073
H -0.551 -0.500 2.277 0.056
H -0.393 -1.937 1.348 0.075
H 2.387 -0.234 -1.805 0.069
H 0.921 0.352 -2.582 0.073
H 1.606 1.261 -1.201 0.076
H -2.827 -0.678 -2.368 0.037
H -1.546 -0.245 -1.668 -0.012
O -2.204 0.056 -2.312 -0.064
H 1.786 0.380 2.992 0.040
H 1.824 1.894 3.029 0.042
O 1.245 1.153 2.798 -0.060

Record 6
33
Properties=species:S:1:pos:R:3:lowdin_charge:R:1 method="wB97M-V/def2-TZVPD" relative_energy_kcal_mol=55.09 homo_lumo_gap_ev=10.5 total_charge=+1 homo_ev=-13.315
C 0.565 0.107 0.190 -0.427
C 3.968 0.654 -0.845 0.009
C 3.186 0.019 1.665 0.021
C 2.781 -1.522 -0.310 -0.017
C -4.368 -1.598 -1.185 0.013
C -2.674 2.007 0.300 -0.292
C 3.023 -0.036 0.112 -0.485
C -1.871 0.716 0.069 -0.447
N -0.458 0.938 -0.192 0.144
N -3.542 -2.269 -0.494 0.014
O 0.284 -0.886 0.912 0.064
O -2.305 2.883 -0.734 -0.092
O 1.726 0.569 -0.196 0.067
S -2.437 -0.485 1.511 0.854
H 3.468 1.044 -1.627 0.052
H 4.419 1.628 -0.501 0.125
H 4.730 0.032 -1.138 0.071
H 4.149 -0.241 1.912 0.068
H 2.575 -0.614 2.237 0.063
H 2.769 1.045 1.875 0.121
H 3.613 -2.299 -0.215 0.120
H 1.922 -1.977 0.242 0.087
H 2.720 -1.353 -1.403 0.097
H -4.514 -0.586 -1.260 0.063
H -5.025 -2.208 -1.720 0.074
H -3.700 1.831 0.362 0.079
H -2.428 2.632 1.325 0.179
H -0.432 1.634 -0.913 0.153
H -0.777 -0.893 1.398 0.018
H -3.499 -3.287 -0.587 0.111
H -2.411 0.149 -0.673 0.070
H -2.574 3.851 -0.692 0.148
H -2.882 -1.483 0.576 -0.123

Record 7
21
Properties=species:S:1:pos:R:3:lowdin_charge:R:1 method="wB97M-V/def2-TZVPD" smiles="[H]/N=C(/NO)c1ccccc1C" relative_energy_kcal_mol=147.78 homo_lumo_gap_ev=9.5 total_charge=0 homo_ev=-8.843
C 0.068 -2.225 0.023 -0.041
C 0.199 -0.795 0.634 -0.214
C 1.120 -0.608 1.694 -0.039
C 1.299 0.659 2.182 -0.073
C 0.767 1.750 1.473 -0.124
C -0.164 1.580 0.553 -0.008
C -0.290 0.263 -0.030 -0.158
C -1.267 0.028 -1.105 -0.338
H 0.719 -2.569 -1.033 0.156
H -1.005 -2.444 -0.123 0.071
H 0.759 -2.846 0.551 0.032
H 1.677 -1.328 2.171 0.081
H 2.006 1.289 2.980 0.166
H 0.830 2.686 1.967 0.094
H -0.431 2.366 0.070 0.058
H -2.754 -0.163 -0.040 0.008
H -1.554 0.154 -3.339 0.240
H 1.180 1.121 -2.601 0.173
N -2.584 -0.222 -0.996 0.139
N -0.711 0.130 -2.449 -0.090
O 0.136 1.175 -2.581 -0.134

Record 8
65
Properties=species:S:1:pos:R:3:lowdin_charge:R:1 method="wB97M-V/def2-TZVPD" homo_lumo_gap_ev=6.6 total_charge=-1 homo_ev=-4.321
Sn 0.572 -0.528 0.640 1.383
C -5.458 1.432 2.054 -0.058
C -4.137 1.378 1.332 -0.271
C -3.241 2.438 1.378 -0.043
C -2.016 2.351 0.749 -0.026
C -1.626 1.205 0.043 -0.281
N -0.329 1.080 -0.482 -0.096
C 0.262 2.059 -1.242 -0.213
C -0.479 3.168 -1.704 -0.028
C 0.100 4.222 -2.380 -0.056
C 1.456 4.224 -2.668 -0.287
C 2.135 5.397 -3.329 -0.066
C 2.167 3.074 -2.356 -0.001
C 1.617 1.989 -1.681 -0.055
C 2.450 0.703 -1.564 -0.350
O 2.331 -0.023 -0.404 -0.338
C 3.993 0.974 -1.647 -0.531
F 4.351 1.976 -0.816 0.140
F 4.695 -0.108 -1.255 0.131
F 4.480 1.292 -2.871 0.122
C 2.077 -0.194 -2.784 -0.532
F 2.298 0.424 -3.970 0.139
F 0.789 -0.539 -2.761 0.160
F 2.795 -1.339 -2.805 0.142
C -2.519 0.112 0.017 -0.072
C -3.756 0.234 0.646 0.017
C -2.133 -1.192 -0.713 -0.364
O -0.844 -1.626 -0.569 -0.306
C -2.464 -0.977 -2.218 -0.529
F -3.800 -0.788 -2.414 0.126
F -1.860 0.107 -2.720 0.162
F -2.108 -2.026 -2.976 0.155
C -2.967 -2.416 -0.198 -0.531
F -2.870 -2.495 1.146 0.136
F -2.478 -3.569 -0.691 0.138
F -4.293 -2.441 -0.490 0.116
H -5.657 2.440 2.419 0.067
H -5.450 0.754 2.910 0.080
H -6.280 1.132 1.403 0.075
H -3.494 3.338 1.930 0.106
H -1.314 3.171 0.818 0.118
H -1.544 3.187 -1.529 0.105
H -0.520 5.058 -2.687 0.104
H 1.435 6.221 -3.465 0.065
H 2.538 5.123 -4.307 0.074
H 2.968 5.754 -2.719 0.073
H 3.195 3.041 -2.686 0.112
H -4.464 -0.580 0.618 0.115
C 4.169 -3.067 2.310 -0.003
C 2.756 -3.106 2.786 -0.296
C 1.936 -4.189 2.669 0.013
C 0.577 -4.030 3.039 -0.313
N 0.120 -2.929 3.587 0.104
C 0.939 -1.874 3.783 -0.978
S 0.455 -0.438 4.444 0.541
N 2.246 -1.980 3.325 0.063
C -0.419 -5.112 2.776 -0.017
H 4.518 -4.070 2.078 0.083
H 4.826 -2.622 3.058 0.089
H 4.222 -2.459 1.404 0.097
H 2.303 -5.114 2.252 0.112
H 2.799 -1.138 3.391 0.130
H 0.058 -6.083 2.647 0.074
H -0.960 -4.858 1.861 0.089
H -1.146 -5.150 3.585 0.084